14
Properties=species:S:1:pos:R:3:mulliken_charge:R:1 method="wB97M-V/def2-TZVPD" smiles="C=C(NO)[C@H]1CO1" charge=0 homo_lumo_gap_ha=0.3661 multiplicity=1 lumo_energy_ev=0.92 energy_ev=-9842.841
C -1.183 -1.154 -0.514 -0.872
C -0.480 -0.089 -0.168 0.174
N -0.993 1.035 0.543 -0.260
O -2.244 0.723 1.139 -0.437
C 0.929 0.116 -0.650 -0.051
C 2.186 0.017 0.100 -0.270
O 1.762 -1.018 -0.769 -0.414
H -2.225 -1.204 -0.228 0.334
H -0.688 -1.917 -1.100 0.301
H -0.380 1.015 1.344 0.321
H -2.851 1.434 0.892 0.338
H 0.965 0.769 -1.503 0.319
H 3.112 0.506 -0.233 0.263
H 2.089 -0.234 1.145 0.254